# C20H41As3IMnNO4Se3

C20H41As3IMnNO4Se3 as an isolated structure (ωB97M-V/def2-TZVPD, OMol25).

Properties
- E_LUMO (alpha / beta) (eV) = -0.021 / -0.036
- gap between HOMO and LUMO (alpha / beta) (eV) = 7.92 / 8.14
- charge = 0
- expectation value of S² = 8.755
- spin multiplicity = 6

Last column: Löwdin spin population.
CARTESIAN COORDINATES (ANGSTROEM)
Mn  0.009  -0.595  0.830  4.6746
C  -3.812  -1.767  0.212  0.0039
As  -2.062  -1.726  -0.653  0.0206
C  -2.622  -0.913  -2.336  0.0047
C  -1.883  -3.570  -1.331  0.0020
C  -1.335  -4.659  -0.380  0.0002
C  -1.842  -6.006  -0.913  0.0002
C  0.199  -4.708  -0.430  0.0061
As  1.209  -3.038  -0.129  0.0257
C  2.366  -3.142  -1.706  0.0058
C  2.550  -3.565  1.183  0.0035
C  -1.865  -4.411  1.031  -0.0001
As  -1.616  -5.793  2.428  0.0001
C  -2.740  -4.828  3.714  0.0001
C  0.088  -5.196  3.189  0.0004
H  -3.715  -2.114  1.238  0.0000
H  -4.493  -2.420  -0.335  0.0007
H  -4.212  -0.753  0.211  0.0002
H  -3.506  -1.422  -2.722  0.0006
H  -1.818  -0.990  -3.066  0.0001
H  -2.853  0.139  -2.171  0.0000
H  -1.271  -3.504  -2.237  0.0001
H  -2.893  -3.841  -1.651  0.0002
H  -1.586  -6.123  -1.969  0.0000
H  -2.929  -6.073  -0.816  0.0000
H  -1.410  -6.840  -0.359  0.0001
H  0.498  -5.044  -1.428  0.0003
H  0.565  -5.458  0.273  0.0004
H  2.853  -4.117  -1.740  0.0010
H  3.129  -2.365  -1.650  0.0001
H  1.785  -2.994  -2.616  0.0001
H  2.807  -4.618  1.064  0.0007
H  2.204  -3.358  2.195  0.0000
H  3.441  -2.963  0.999  0.0000
H  -2.956  -4.318  0.973  0.0000
H  -1.473  -3.478  1.440  -0.0001
H  -3.786  -4.896  3.415  0.0000
H  -2.430  -3.784  3.769  0.0002
H  -2.634  -5.281  4.699  0.0000
H  0.928  -5.561  2.600  0.0000
H  0.179  -5.607  4.194  0.0000
H  0.122  -4.106  3.237  0.0004
C  1.236  4.873  0.114  0.0005
Se  1.380  3.129  0.963  0.0030
C  -0.136  3.324  2.166  0.0002
C  -1.475  3.248  1.462  0.0065
Se  -2.006  1.468  0.849  0.0304
C  -2.601  0.811  2.585  0.0029
H  1.318  5.660  0.861  0.0001
H  0.303  4.971  -0.436  0.0000
H  2.064  4.960  -0.587  0.0000
H  -0.034  4.285  2.673  0.0000
H  -0.014  2.523  2.893  0.0001
H  -1.506  3.878  0.574  0.0002
H  -2.279  3.576  2.123  0.0010
H  -3.554  1.270  2.836  0.0005
H  -1.846  1.024  3.335  0.0000
H  -2.708  -0.270  2.518  0.0003
O  1.790  -1.729  3.932  0.0034
Se  0.380  -1.009  3.611  0.0078
O  -0.445  -1.909  2.449  0.0655
O  0.655  0.345  2.647  0.0593
O  -0.575  -0.660  4.854  0.0067
I  0.920  0.565  -2.469  0.0167
C  2.467  0.434  -1.070  0.0054
C  3.752  0.795  -1.437  0.0010
C  4.741  0.689  -0.473  0.0013
C  4.410  0.235  0.791  0.0005
C  3.093  -0.092  1.067  0.0039
N  2.130  0.008  0.137  0.0288
H  3.963  1.146  -2.436  0.0005
H  5.760  0.961  -0.715  0.0000
H  5.152  0.139  1.571  0.0001
H  2.786  -0.431  2.050  0.0006

***

# C20H41AsBF6NO8PtS4

C20H41AsBF6NO8PtS4 as an isolated structure at a distorted geometry (ωB97M-V/def2-TZVPD, OMol25).

Properties
- E_LUMO (alpha / beta) (eV) = -0.366 / -1.856
- gap between HOMO and LUMO (alpha / beta) (eV) = 7.05 / 5.56
- charge = 0
- expectation value of S² = 2.004
- spin multiplicity = 3

Last column: Löwdin spin population.
CARTESIAN COORDINATES (ANGSTROEM)
Pt  -11.992  5.351  1.196  1.5384
B  -11.217  3.405  2.248  0.0890
H  -12.252  3.589  2.746  0.0022
H  -11.428  3.034  1.176  0.0052
H  -10.716  4.458  2.322  0.0618
H  -10.597  2.622  2.829  0.0330
As  -12.840  2.875  -1.672  0.0030
F  -11.182  2.265  -1.460  0.0005
F  -12.578  4.276  -0.623  0.0465
F  -14.478  3.472  -2.002  0.0029
F  -13.096  1.497  -2.719  -0.0002
F  -13.393  1.949  -0.329  0.0007
F  -12.334  3.757  -3.078  0.0023
C  -7.119  2.641  5.611  0.0000
C  -8.615  2.936  5.557  0.0001
C  -8.759  4.329  6.159  0.0000
S  -7.549  4.436  7.503  0.0000
O  -8.161  4.122  8.783  0.0000
O  -6.706  5.599  7.291  0.0000
C  -6.582  3.008  7.015  0.0000
H  -6.633  3.265  4.856  0.0000
H  -6.882  1.601  5.386  0.0000
H  -9.163  2.185  6.127  0.0000
H  -8.985  2.985  4.533  0.0003
H  -9.749  4.523  6.569  0.0000
H  -8.504  5.164  5.510  0.0000
H  -6.761  2.178  7.694  0.0000
H  -5.529  3.269  6.979  0.0000
C  -7.812  2.897  -0.874  0.0006
C  -6.971  3.432  0.306  0.0002
C  -7.911  4.473  0.965  0.0008
S  -8.837  5.215  -0.358  0.0092
O  -8.325  6.539  -0.649  0.0007
O  -10.260  5.065  -0.091  0.0588
C  -8.296  4.057  -1.663  0.0070
H  -8.637  2.303  -0.464  0.0000
H  -7.272  2.124  -1.426  0.0002
H  -6.059  3.899  -0.081  0.0001
H  -6.566  2.608  0.889  0.0000
H  -7.398  5.243  1.536  -0.0001
H  -8.541  3.900  1.646  0.0014
H  -7.466  4.581  -2.144  0.0007
H  -9.057  3.915  -2.428  0.0000
C  -17.835  3.697  1.175  0.0006
C  -17.799  5.224  1.416  0.0002
C  -16.595  5.454  2.329  0.0007
S  -15.349  4.226  1.915  0.0084
O  -15.085  3.369  3.053  0.0009
O  -14.207  4.848  1.292  0.0465
C  -16.427  3.236  0.833  0.0030
H  -18.498  3.526  0.327  0.0002
H  -18.247  3.163  2.029  0.0000
H  -18.657  5.665  1.924  0.0000
H  -17.722  5.763  0.471  0.0000
H  -16.800  5.296  3.387  0.0002
H  -16.121  6.430  2.215  0.0000
H  -16.293  2.183  1.060  0.0002
H  -16.066  3.434  -0.180  0.0001
C  -14.033  7.027  6.258  0.0005
C  -13.456  5.691  6.678  0.0002
C  -12.990  5.033  5.408  0.0006
S  -12.174  6.337  4.499  0.0104
O  -12.569  6.240  3.088  0.0522
O  -10.767  6.393  4.803  0.0010
C  -13.030  7.717  5.315  0.0050
H  -14.136  7.710  7.103  0.0002
H  -15.010  6.891  5.794  0.0000
H  -14.194  5.188  7.303  0.0000
H  -12.603  5.821  7.355  0.0000
H  -13.867  4.768  4.805  0.0002
H  -12.394  4.125  5.465  0.0000
H  -13.544  8.319  4.568  0.0001
H  -12.281  8.322  5.818  0.0005
N  -10.920  0.189  0.450  0.0000
C  -11.515  -1.034  0.283  0.0003
C  -10.807  -1.974  1.005  0.0001
C  -9.787  -1.274  1.718  0.0003
C  -9.957  0.050  1.397  0.0010
H  -11.039  0.989  -0.162  -0.0001
H  -12.264  -1.239  -0.465  0.0000
H  -10.920  -3.044  1.064  0.0000
H  -9.079  -1.661  2.430  0.0000
H  -9.328  0.866  1.719  0.0005

***

# C20H41AsN3O2Si3Zr

C20H41AsN3O2Si3Zr as an isolated structure at a distorted geometry (ωB97M-V/def2-TZVPD, OMol25).

Properties
- E_LUMO (eV) = -10.305
- gap between HOMO and LUMO (eV) = 6.75
- charge = +3

Last column: Löwdin charge in e.
CARTESIAN COORDINATES (ANGSTROEM)
Zr  -0.668  -0.828  -0.037  1.3966
O  -0.485  1.119  0.194  -0.2935
N  0.702  1.702  0.079  0.1187
N  1.567  0.895  -0.319  -0.1105
O  1.199  -0.382  -0.558  -0.2561
C  2.961  1.265  -0.471  -0.1605
C  3.867  0.266  -0.796  0.0016
C  5.199  0.622  -0.923  -0.0278
C  5.589  1.940  -0.727  -0.0109
C  4.653  2.920  -0.405  -0.0214
C  3.319  2.594  -0.272  0.0094
H  3.552  -0.756  -0.940  0.1141
H  5.933  -0.132  -1.173  0.1268
H  6.632  2.211  -0.827  0.1307
H  4.966  3.945  -0.258  0.1301
H  2.585  3.348  -0.027  0.1249
C  -1.178  -0.422  -5.741  -0.1998
Si  -2.757  -0.360  -4.834  0.4773
C  -3.478  1.283  -4.516  -0.1999
C  -3.888  -1.768  -5.023  -0.1684
As  -1.697  -0.663  -2.403  0.7928
Si  -3.634  -0.397  -0.949  0.2995
C  -3.116  -1.055  0.792  -0.2567
C  -5.118  -1.327  -1.499  -0.1824
C  -3.860  1.414  -0.738  -0.1863
Si  -0.725  -2.913  -2.285  0.3084
C  -1.822  -4.209  -2.976  -0.1813
C  0.864  -2.670  -3.176  -0.1912
C  -0.265  -3.370  -0.464  -0.2434
H  -1.353  -0.187  -6.797  0.0681
H  -0.736  -1.419  -5.700  0.0307
H  -0.468  0.308  -5.351  0.0510
H  -3.767  1.733  -5.474  0.0691
H  -2.756  1.953  -4.048  0.0497
H  -4.377  1.223  -3.902  0.0345
H  -4.292  -1.724  -6.044  0.0742
H  -4.733  -1.724  -4.337  0.0320
H  -3.382  -2.725  -4.919  0.0267
H  -2.711  -2.079  0.775  0.0253
H  -4.015  -1.097  1.409  0.0886
H  -2.463  -0.355  1.350  0.0184
H  -4.894  -2.344  -1.823  0.0404
H  -5.611  -0.802  -2.321  0.0469
H  -5.832  -1.379  -0.672  0.0618
H  -2.944  1.915  -0.426  0.0346
H  -4.622  1.584  0.030  0.0684
H  -4.205  1.899  -1.652  0.0393
H  -1.866  -4.107  -4.062  0.0424
H  -2.838  -4.175  -2.581  0.0447
H  -1.401  -5.194  -2.756  0.0634
H  0.696  -2.321  -4.196  0.0336
H  1.405  -3.619  -3.236  0.0685
H  1.505  -1.938  -2.684  0.0279
H  -1.117  -3.468  0.218  0.0351
H  0.547  -2.782  0.009  0.0142
H  0.181  -4.366  -0.517  0.0912
C  -0.741  -3.891  4.587  -0.0146
C  -0.564  -2.359  4.618  -0.5693
C  -1.798  -1.675  5.233  -0.0141
C  0.725  -1.966  5.358  -0.0100
C  -0.455  -1.902  3.219  -0.0392
N  -0.333  -1.516  2.139  0.1042
H  -0.838  -4.232  5.617  0.1111
H  0.123  -4.386  4.145  0.0987
H  -1.645  -4.181  4.050  0.0939
H  -1.852  -1.976  6.279  0.1116
H  -2.720  -1.992  4.744  0.0935
H  -1.719  -0.589  5.197  0.0994
H  0.646  -2.355  6.373  0.1113
H  0.844  -0.884  5.412  0.1013
H  1.608  -2.401  4.892  0.1003